No. 1
Computed, not measured: an isolated ion of composition C4H10ClN4 and charge +1 in a non-equilibrium geometry, with the ωB97M-V functional and the def2-TZVPD basis.

Bonds (Å) are listed after each position.
Positions of all 19 atoms, in Å:
1 C 0.67446 -1.98997 1.37086  C2 1.329, H10 1.016, H11 1.104
2 C 0.81889 -1.05338 0.43861  C1 1.329, C4 1.584, H12 1.131
3 C 0.71542 1.14564 -1.87324  N7 1.420, Cl9 1.885, H13 1.081, H14 1.159
4 C -0.40647 -0.33329 -0.26005  C2 1.584, N6 1.428, N7 1.372, H15 1.060
5 N -1.90228 -1.62436 0.99579  N6 1.287, H16 1.027
6 N -1.44388 -0.45557 0.71386  C4 1.428, N5 1.287, H17 1.033
7 N -0.11652 0.91694 -0.74560  C3 1.420, C4 1.372, N8 1.409
8 N -0.20313 2.00672 0.14291  N7 1.409, H18 1.018, H19 1.072
9 Cl 2.52929 1.12801 -1.36020  C3 1.885
10 H 1.41863 -2.56852 1.74920  C1 1.016
11 H -0.34232 -2.21040 1.74027  C1 1.104
12 H 1.68164 -0.44530 0.03281  C2 1.131
13 H 0.60095 2.07738 -2.40850  C3 1.081
14 H 0.55287 0.30186 -2.65068  C3 1.159
15 H -0.85744 -0.78251 -1.10725  C4 1.060
16 H -2.25471 -1.76736 1.94964  N5 1.027
17 H -1.49921 0.40701 1.27962  N6 1.033
18 H 0.74692 2.36788 0.20678  N8 1.018
19 H -0.71309 2.87923 -0.21484  N8 1.072

Calculated values
HOMO level, hartree: -0.50344
E_tot, Eh: -837.189025
Total charge: +1
2S+1: 1
Relative energy (zero: lowest compared OMol25 entry of this formula, charge and spin), kcal per mole: 91.3
LUMO, eV: -6.18


No. 2
Computed, not measured: one molecule with the formula C4H10ClNO2 in a non-equilibrium geometry, with the ωB97M-V functional and the def2-TZVPD basis.

Bonds (Å) are listed after each position.
Positions of all 18 atoms, in Å:
1 C 0.58979 -0.74125 1.12207  C4 1.532, H9 1.184, H10 1.132, H11 1.117
2 C 0.03349 -0.94082 -1.50443  C4 1.616, H12 1.138, H13 1.043, H14 1.103
3 C 0.77624 1.30080 -0.42925  C4 1.585, H15 1.131, H16 1.108, H17 1.117
4 C 0.03974 -0.07295 -0.14169  C1 1.532, C2 1.616, C3 1.585, O6 1.438
5 N -3.02757 0.67287 1.58663  O7 1.345, Cl8 1.861, H18 0.948
6 O -1.39509 -0.01768 -0.05900  C4 1.438, O7 1.532
7 O -1.86385 0.99322 0.99294  N5 1.345, O6 1.532
8 Cl -2.84815 -0.64128 2.89271  N5 1.861
9 H 0.42122 -0.04525 2.06493  C1 1.184
10 H -0.10861 -1.59702 1.37123  C1 1.132
11 H 1.70609 -0.78054 1.08870  C1 1.117
12 H -0.81671 -0.57522 -2.16609  C2 1.138
13 H -0.18148 -1.94375 -1.31412  C2 1.043
14 H 0.98853 -0.92716 -2.05638  C2 1.103
15 H 0.17043 1.85909 -1.20367  C3 1.131
16 H 1.12751 1.90360 0.43093  C3 1.108
17 H 1.62735 1.00050 -1.08739  C3 1.117
18 H -3.34646 1.45726 2.01313  N5 0.948

Calculated values
HOMO level, hartree: -0.34749
E_tot, Eh: -823.607015
Total charge: 0
2S+1: 1
Relative energy (zero: lowest compared OMol25 entry of this formula, charge and spin), kcal per mole: 128.4
LUMO, eV: 0.46


No. 3
Computed, not measured: a 2-piece molecular cluster, C4H10ClNS overall in a non-equilibrium geometry, with the ωB97M-V functional and the def2-TZVPD basis.

Bonds (Å) are listed after each position.
Positions of all 17 atoms, in Å:
1 C 1.55223 0.39384 0.02192  C4 1.510, H8 1.034, H9 1.084, H10 1.048
2 C -0.50004 -0.64145 1.05336  C4 1.523, H11 1.023, H12 1.163, H13 1.010
3 C 0.10323 -1.08014 -1.41146  C4 1.524, H14 1.126, H15 1.004, H16 1.014
4 C 0.15686 -0.12856 -0.22170  C1 1.510, C2 1.523, C3 1.524, S6 1.858
5 N -0.04246 2.28131 0.46409  S6 1.542, H17 1.029
6 S -0.88792 1.38860 -0.46716  C4 1.858, N5 1.542
7 Cl -4.06470 -0.76207 0.38404  no bonds
8 H 1.91390 0.90804 -0.79933  C1 1.034
9 H 1.59807 1.20947 0.73484  C1 1.084
10 H 2.19776 -0.36371 0.34870  C1 1.048
11 H -1.51185 -0.48880 1.07495  C2 1.023
12 H 0.01896 -0.24841 2.01651  C2 1.163
13 H -0.35562 -1.64067 1.04662  C2 1.010
14 H -0.99236 -1.23930 -1.61819  C3 1.126
15 H 0.68578 -0.87337 -2.20217  C3 1.004
16 H 0.49891 -1.95276 -1.08032  C3 1.014
17 H -0.37073 3.23798 0.65530  N5 1.029

Calculated values
HOMO level (alpha / beta), hartree: -0.37797 / -0.28422
E_tot, Eh: -1071.380095
Total charge: 0
2S+1: 1
Relative energy (zero: lowest compared OMol25 entry of this formula, charge and spin), kcal per mole: 78.1
LUMO (alpha / beta), eV: -1.31 / -3.70


Question: Look up the E_tot of the first one.
Answer: -837.189025 Eh